14
Properties=species:S:1:pos:R:3:forces:R:3 method="wB97M-V/def2-TZVPD" spin_multiplicity=1 e_lumo_ha="-0.026 / -0.026" charge=0 e_homo_ev="-8.6 / -8.6" gap_ev="7.835 / 7.832"
C -1.554 -1.173 0.740 -0.1012 -0.2548 0.1359
C -0.026 0.298 -0.309 -0.0625 0.1811 -0.0153
C -0.993 1.212 0.141 -0.1313 -0.0815 0.0351
O -2.102 0.788 0.531 0.2799 0.0332 -0.1139
C 1.394 0.682 -0.262 0.0389 0.1077 0.0944
O 1.786 1.693 0.310 -0.0895 -0.3005 -0.1739
N 2.271 -0.162 -0.904 0.0660 -0.0262 0.0898
H -1.295 -0.971 1.772 -0.0166 0.0195 -0.1566
H -2.611 -1.313 0.544 0.1607 0.0725 0.0018
H -0.926 -1.910 0.255 -0.0461 0.1624 0.0177
H -0.370 -0.322 -1.136 0.0124 0.0471 0.1274
H -0.814 2.293 0.153 0.0011 -0.1051 -0.0252
H 1.993 -1.103 -1.136 -0.0069 0.1612 0.0212
H 3.248 -0.012 -0.700 -0.1049 -0.0167 -0.0385